Record 1
Below is an isolated molecule of C3H7NO2, with properties calculated with the ωB97M-V functional and the def2-TZVPD basis.

* largest force on an atom: 0.62 eV Å⁻¹
* HOMO-LUMO gap: 9.85 eV
* LUMO level: 0.9614 eV
* energy relative to the best compared isomer or geometry (same formula, charge and spin): 61.7 kcal/mol

Each line ends with the Löwdin charge.
CARTESIAN COORDINATES (ANGSTROEM)
1 C 2.14600 0.04890 -0.06098  -0.070
2 H 2.54092 -0.84443 -0.55782  0.085
3 O -0.46706 -0.11645 0.62069  -0.093
4 H -2.31109 0.70004 1.01709  0.124
5 H 1.23431 1.05310 -1.68178  0.114
6 C -1.87367 -0.29303 0.84912  -0.294
7 C -0.27829 0.52650 -0.54132  -0.131
8 N 1.02164 0.60210 -0.80655  -0.060
9 O -2.47168 -0.95015 -0.20492  -0.035
10 H 2.94357 0.79358 0.01774  0.082
11 H -2.28812 -0.38339 -0.97538  0.069
12 H -1.95966 -0.91568 1.74098  0.130
13 H 1.81117 -0.22348 0.93879  0.078



Record 2
Below is a cluster of 2 separate species, C3H7NO2S in total at a distorted geometry, with properties calculated with the ωB97M-V functional and the def2-TZVPD basis.

* largest force on an atom: 3.73 eV Å⁻¹
* HOMO-LUMO gap: 9.46 eV
* SMILES: C=C=O.CNSO
* LUMO level: 0.7484 eV
* energy relative to the best compared isomer or geometry (same formula, charge and spin): 82.1 kcal/mol

Each line ends with the Löwdin charge.
CARTESIAN COORDINATES (ANGSTROEM)
1 H -1.25639 -1.16909 0.97736  0.128
2 C 0.62989 -1.52482 0.10829  -0.189
3 N -0.70264 -0.99149 0.05726  -0.505
4 H 1.29382 -1.02745 -0.47208  0.024
5 H 0.47141 3.48637 0.33641  0.069
6 S -1.38253 -0.00404 -1.03913  0.824
7 O -2.45697 -1.13752 -1.75353  -0.517
8 C 0.30300 2.45603 0.63591  -0.030
9 H -2.09902 -1.56192 -2.63704  0.079
10 O 2.52757 1.39611 0.89268  0.151
11 C 1.46264 1.88674 0.80219  -0.276
12 H -0.57369 2.33966 1.27395  0.073
13 H 1.04415 -1.63994 1.14752  0.103
14 H 0.73876 -2.50863 -0.32980  0.066



Record 3
Below is an isolated molecule of C3H7NO2S at a distorted geometry, with properties calculated with the ωB97M-V functional and the def2-TZVPD basis.

* largest force on an atom: 4.00 eV Å⁻¹
* HOMO-LUMO gap (alpha / beta): 8.48 / 8.48 eV
* LUMO level (alpha / beta): -0.8648 / -0.8656 eV
* energy relative to the best compared isomer or geometry (same formula, charge and spin): 114.2 kcal/mol

Each line ends with the Löwdin charge.
CARTESIAN COORDINATES (ANGSTROEM)
1 S -1.24832 0.39382 0.03113  0.908
2 H 0.67309 0.45975 -2.34366  0.067
3 C 0.66567 0.16171 -0.28220  -0.508
4 N 0.76022 -1.19479 -0.48782  -0.126
5 H 2.16242 0.98399 -1.54261  0.061
6 H -0.77924 -1.61099 0.97801  0.001
7 H -2.48882 -1.16289 1.20831  0.047
8 H 0.75730 2.06088 -1.36671  0.109
9 C 1.10406 0.98519 -1.51821  -0.067
10 O -1.53372 1.58095 0.79412  -0.515
11 C -1.46457 -0.87947 1.31470  -0.198
12 H 1.23961 0.46265 0.68415  0.159
13 O 1.33340 -1.89661 0.33596  0.004
14 H -1.18109 -0.34418 2.19483  0.058



Record 4
Below is an isolated molecule of C3H7NO2S at a distorted geometry, with properties calculated with the ωB97M-V functional and the def2-TZVPD basis.

* largest force on an atom: 2.47 eV Å⁻¹
* HOMO-LUMO gap: 9.83 eV
* SMILES: N[C@@H](CS)C(=O)O
* LUMO level: 0.5241 eV
* energy relative to the best compared isomer or geometry (same formula, charge and spin): 21.7 kcal/mol

Each line ends with the Löwdin charge.
CARTESIAN COORDINATES (ANGSTROEM)
1 H -0.48261 -0.57469 -1.44053  0.089
2 C 0.24269 0.15263 0.55715  -0.370
3 H 0.24831 -0.27353 1.57614  0.152
4 C 1.67384 0.16916 -0.01911  -0.514
5 C -0.62437 -0.72961 -0.33299  -0.532
6 H -0.11331 1.96435 -0.39353  0.076
7 O 1.69686 0.39544 -1.33787  0.105
8 H -0.22372 -1.78860 -0.24689  0.095
9 S -2.41791 -0.72117 0.13759  0.688
10 H -2.79027 -1.30964 -0.98741  -0.165
11 H -1.00370 1.67160 1.09090  0.055
12 N -0.17798 1.57705 0.53029  0.056
13 H 2.55418 0.08352 -1.66664  0.139
14 O 2.63251 -0.02238 0.67631  0.124



Record 5
Below is an isolated molecule of C3H7NO2S at a distorted geometry, with properties calculated with the ωB97M-V functional and the def2-TZVPD basis.

* largest force on an atom: 3.43 eV Å⁻¹
* HOMO-LUMO gap: 10.14 eV
* SMILES: N[C@H](CS)C(=O)O
* LUMO level: 0.5612 eV
* energy relative to the best compared isomer or geometry (same formula, charge and spin): 39.8 kcal/mol

Each line ends with the Löwdin charge.
CARTESIAN COORDINATES (ANGSTROEM)
1 C -0.50954 -0.16165 0.24311  -0.440
2 O -1.03745 -0.68240 -1.97561  0.060
3 C -0.64825 -1.29857 -0.80459  -0.496
4 H -2.39643 0.49260 0.58969  0.077
5 C 0.83516 0.41517 -0.09423  -0.464
6 H 2.66279 1.87690 0.85932  -0.143
7 H 0.71543 1.29775 -0.84815  0.107
8 O -0.48901 -2.45849 -0.66200  0.163
9 H -0.47307 -0.62010 1.30650  0.160
10 H -0.64607 0.12285 -2.39206  0.137
11 H -1.31573 1.38969 1.06026  0.055
12 N -1.54544 0.87827 0.21980  0.049
13 S 1.55672 1.31706 1.46175  0.640
14 H 1.51103 -0.38314 -0.46705  0.094



Record 6
Below is an isolated molecule of C3H7NO3 at a distorted geometry, with properties calculated with the ωB97M-V functional and the def2-TZVPD basis.

* largest force on an atom: 3.66 eV Å⁻¹
* HOMO-LUMO gap: 11.01 eV
* SMILES: CO[C@H](C)[N+](=O)[O-]
* LUMO level: 0.4747 eV
* energy relative to the best compared isomer or geometry (same formula, charge and spin): 126.6 kcal/mol

Each line ends with the Löwdin charge.
CARTESIAN COORDINATES (ANGSTROEM)
1 H -0.17566 2.13712 -0.87546  0.109
2 C -0.97887 1.72360 -0.15405  -0.123
3 H -0.29848 -0.26118 -1.14686  0.151
4 O 1.91432 0.37063 -1.07858  0.065
5 O 1.96749 0.09013 1.07852  0.116
6 H 0.84559 -2.29993 -0.14627  0.146
7 N 1.43952 0.04692 0.00264  -0.379
8 H -1.84889 1.58621 -0.77950  0.076
9 H -1.04694 2.68198 0.51156  0.123
10 C -0.08130 -1.81414 0.41171  -0.010
11 H -0.86321 -2.47798 0.14088  0.062
12 O -0.68401 0.60006 0.65194  -0.123
13 H -0.18268 -1.96617 1.48838  0.096
14 C -0.00690 -0.41724 -0.10491  -0.309



Record 7
Below is an isolated molecule of C3H7NO3 at a distorted geometry, with properties calculated with the ωB97M-V functional and the def2-TZVPD basis.

* largest force on an atom: 1.09 eV Å⁻¹
* HOMO-LUMO gap: 10.77 eV
* SMILES: O=C(O)NCCO
* LUMO level: 0.5923 eV
* energy relative to the best compared isomer or geometry (same formula, charge and spin): 19.1 kcal/mol

Each line ends with the Löwdin charge.
CARTESIAN COORDINATES (ANGSTROEM)
1 H -1.42086 0.45568 -0.91619  0.043
2 O 2.25041 1.14574 0.18578  0.093
3 C -0.33575 -1.37317 0.36248  -0.171
4 C -1.76477 -0.85124 0.48504  -0.251
5 N 0.74578 -0.46689 0.69420  0.084
6 H -0.25372 -2.21945 1.04547  0.124
7 C 1.19513 0.59987 -0.01634  -0.605
8 O 0.34645 1.02615 -0.98534  0.093
9 H 0.64626 1.92179 -1.23824  0.150
10 H 1.53414 -0.91974 1.13656  0.148
11 H -2.42525 -1.71355 0.46488  0.114
12 O -2.19935 0.01967 -0.54269  -0.070
13 H -0.23362 -1.79547 -0.64702  0.131
14 H -1.86702 -0.35169 1.45044  0.117



Record 8
Below is an isolated molecule of C3H7NO3 at a distorted geometry, with properties calculated with the ωB97M-V functional and the def2-TZVPD basis.

* largest force on an atom: 8.60 eV Å⁻¹
* HOMO-LUMO gap: 9.48 eV
* SMILES: N[C@H](O)/C(O)=C/O
* LUMO level: 0.5394 eV
* energy relative to the best compared isomer or geometry (same formula, charge and spin): 127.6 kcal/mol

Each line ends with the Löwdin charge.
CARTESIAN COORDINATES (ANGSTROEM)
1 H -1.17398 -0.03576 1.76108  0.105
2 H -3.18066 -0.59920 -0.29487  0.042
3 O 1.57184 -0.15907 -1.17212  -0.084
4 O -2.88780 0.11186 0.29222  -0.146
5 N 1.35363 0.56729 1.13536  0.055
6 C 0.94756 -0.33319 0.13554  -0.319
7 H 1.81864 0.77036 -1.27465  0.103
8 H 0.98788 1.50513 1.04742  0.090
9 C -1.33790 -0.23660 0.72445  0.003
10 H 0.08979 -0.38598 -1.99313  0.118
11 C -0.81522 -0.07943 -0.42541  -0.272
12 H 1.17267 -1.36623 0.40349  0.136
13 H 2.33653 0.55179 1.37671  0.088
14 O -0.88298 -0.31097 -1.71609  0.080



Record 9
Below is an isolated molecule of C3H7NO3, with properties calculated with the ωB97M-V functional and the def2-TZVPD basis.

* largest force on an atom: 0.71 eV Å⁻¹
* HOMO-LUMO gap: 10.51 eV
* SMILES: O=C(O)NCCO
* LUMO level: 0.6662 eV
* energy relative to the best compared isomer or geometry (same formula, charge and spin): 16.6 kcal/mol

Each line ends with the Löwdin charge.
CARTESIAN COORDINATES (ANGSTROEM)
1 C -0.34422 0.98644 -0.92905  -0.255
2 H -1.61179 -1.88004 1.82326  0.128
3 N 0.81222 -0.85446 0.28276  0.073
4 C -0.09963 -1.74549 0.75573  -0.623
5 H 1.55575 1.06950 0.04364  0.122
6 O -0.43698 2.39363 -1.03385  -0.061
7 H -1.35923 0.63921 -0.73210  0.121
8 O -0.07522 -2.93452 0.53923  0.079
9 H 1.46052 -1.28310 -0.36961  0.153
10 C 0.60142 0.57559 0.21227  -0.170
11 O -1.04728 -1.15512 1.52097  0.105
12 H -0.00807 0.52425 -1.86914  0.121
13 H 0.39001 2.73370 -1.38756  0.084
14 H 0.16250 0.93040 1.14344  0.124



Record 10
Below is an isolated molecule of C3H7NO3 at a distorted geometry, with properties calculated with the ωB97M-V functional and the def2-TZVPD basis.

* largest force on an atom: 2.11 eV Å⁻¹
* HOMO-LUMO gap: 10.35 eV
* SMILES: O=C(O)NCCO
* LUMO level: 0.7006 eV
* energy relative to the best compared isomer or geometry (same formula, charge and spin): 26.1 kcal/mol

Each line ends with the Löwdin charge.
CARTESIAN COORDINATES (ANGSTROEM)
1 C 1.78094 0.50682 -0.51860  -0.589
2 H -1.20458 -0.72148 -1.06169  0.116
3 H -2.86643 0.85534 1.02776  0.079
4 N 0.42312 0.49798 -0.73986  0.080
5 O 2.31699 -0.76698 -0.59152  0.083
6 C -1.32949 -0.28764 0.92973  -0.237
7 H -0.74544 -0.31435 1.84475  0.112
8 O 2.47229 1.48765 -0.46040  0.092
9 C -0.44257 -0.56730 -0.30163  -0.167
10 O -1.95504 0.98379 0.76574  -0.061
11 H -2.06352 -1.09938 0.90286  0.117
12 H 0.16177 -1.46628 -0.21124  0.122
13 H 0.20496 1.44112 -1.01218  0.149
14 H 3.24702 -0.54931 -0.57373  0.105